1.
DFT (ωB97M-V with the def2-TZVPD basis set) results for an isolated molecule of C5H11NO at a distorted geometry.

The geometry in XYZ format:
```
18
Properties=species:S:1:pos:R:3:forces:R:3:lowdin_charge:R:1
C 2.737193 -0.082437 0.174779 -0.136 -0.347 -0.104 -0.05
N 1.292714 -0.199799 -0.109639 -0.597 -0.018 -0.134 0.01
C 0.515722 0.882823 0.008076 -0.779 0.054 -0.098 -0.55
O 0.763587 2.039715 0.324611 0.276 -0.600 -0.101 0.04
C -0.903672 0.438255 -0.327756 -0.446 -1.360 -0.518 -0.25
C -1.139889 -1.237679 -0.799806 -0.710 1.206 0.173 -0.07
C -1.808153 0.682652 0.873403 -0.075 -0.080 -0.065 -0.08
H 3.357147 -0.343601 -0.688450 -0.226 -0.069 0.047 0.07
H 3.048445 -0.700406 1.023468 -0.194 -0.023 -0.156 0.07
H 2.967035 0.966694 0.436073 -0.472 -0.454 -0.183 0.09
H 0.492255 -0.902723 -0.431921 3.868 0.425 0.773 0.11
H -1.213389 1.033835 -1.196985 -0.100 -0.250 0.192 0.14
H -1.337223 -1.945416 0.028725 0.139 0.805 -0.049 0.08
H -0.627043 -1.865242 -1.583151 0.313 1.334 0.608 0.09
H -2.074530 -0.996418 -1.268702 -0.801 -0.500 -0.208 0.05
H -2.850836 0.476884 0.618024 0.065 -0.006 0.159 0.08
H -1.496153 0.032986 1.700561 -0.159 0.085 -0.116 0.09
H -1.723208 1.719885 1.218684 0.032 -0.203 -0.220 0.09
```
Positions in Å, forces in eV/Å.

Properties
gap between HOMO and LUMO = 10.23 eV
strongest force on any atom = 0.0772 Eh/bohr
calculated total energy = -8899.61472 eV
structure (SMILES) = CNC(=O)C(C)C
E_HOMO = -9.38 eV

2.
DFT (ωB97M-V with the def2-TZVPD basis set) results for a cluster of 12 separate species, C4H34NO12 in total at a distorted geometry.

The geometry in XYZ format:
```
51
Properties=species:S:1:pos:R:3:forces:R:3:lowdin_charge:R:1
O -0.149602 -0.449102 -0.106389 -0.134 -1.351 -1.547 -0.12
C -0.550388 0.922507 -0.213534 -4.448 -3.141 3.518 -0.16
C -0.734625 1.275255 1.352085 -0.683 -1.055 -0.883 -0.16
N 0.347938 0.218032 2.102033 0.322 3.789 -0.805 0.04
C 0.646636 0.775957 3.451196 -1.101 -0.983 2.203 -0.05
C -0.552259 2.785974 1.498164 1.882 -0.079 1.516 -0.06
H -0.139479 -0.795896 -1.018552 0.344 0.040 0.386 0.07
H -1.615208 0.902787 -0.655614 1.972 0.910 0.377 0.12
H 0.209898 1.321131 -0.758562 1.596 2.496 -1.157 0.06
H -1.721078 0.928759 1.828852 1.647 0.462 -1.516 0.11
H 0.000572 -0.779151 2.171043 0.217 1.412 -0.827 0.12
H 1.098825 0.399367 1.378686 -0.402 -0.943 1.334 0.11
H -0.122820 1.459678 3.817117 -0.661 -0.327 -0.542 0.09
H 1.484809 1.384950 3.785424 0.971 -0.459 -1.465 0.09
H 0.600923 -0.079940 4.155180 0.236 0.486 -0.332 0.10
H -1.272377 3.388658 2.030958 -0.279 -0.638 1.291 0.08
H 0.492663 3.059700 1.815543 -1.100 -0.110 -0.322 0.09
H -0.718956 3.251308 0.572739 0.356 0.175 -1.900 0.06
H -0.363743 -0.233393 -4.948546 -0.717 -0.138 0.159 0.06
H 0.586228 0.766091 -4.295033 -0.590 0.604 0.190 0.02
O 0.546704 0.035601 -4.909188 0.722 0.531 -1.186 0.00
H 2.366523 -1.224847 0.662219 0.335 -0.429 -0.079 -0.01
H 2.688668 -2.735156 0.734163 0.380 -0.640 -0.713 0.02
O 2.373934 -2.003606 1.235164 -0.669 0.811 1.163 -0.05
H 0.475453 -4.081688 0.515285 0.216 -0.314 2.795 0.10
H 1.177415 -4.523496 1.923597 0.551 -0.220 -0.313 0.03
O 0.390076 -4.159013 1.530629 -0.917 0.313 -2.297 -0.08
H 1.318783 -0.625338 -3.759279 -0.106 -0.932 0.558 -0.01
H 1.132297 -1.963761 -3.129043 -1.395 -4.548 -1.147 -0.03
O 1.391996 -1.141313 -2.917086 2.029 4.450 1.920 -0.03
H -0.033012 3.115822 -2.551468 -1.724 6.195 4.574 -0.04
H 0.641936 2.743933 -3.720577 0.987 0.565 -1.450 0.05
O 0.126792 2.412674 -3.016831 0.868 -6.608 -3.284 0.06
H -3.550236 1.546739 -2.476356 -0.731 1.111 -2.303 0.00
H -3.488062 0.055721 -1.910553 0.603 4.435 0.568 0.13
O -3.304956 1.112045 -1.704016 -0.224 -5.427 1.541 -0.09
H -2.378027 -2.233140 -3.467024 0.093 0.198 0.300 0.07
H -2.190055 -1.586291 -2.086506 -0.222 -0.331 1.033 0.01
O -1.946199 -1.505492 -2.993769 0.141 -0.016 -1.290 -0.03
H -2.687276 -0.559105 2.797598 1.116 -1.367 0.387 0.00
H -3.749575 0.395494 2.740349 -0.050 -0.177 -1.201 0.09
O -3.182933 -0.125788 2.122052 -1.897 1.305 1.011 -0.07
H 3.013127 -0.350194 -1.075703 -4.510 -1.750 -6.480 -0.06
H 4.336707 -0.737349 -0.488840 -0.648 0.481 -0.058 0.12
O 3.530144 -0.192198 -0.406972 5.242 1.162 5.681 0.02
H -0.856951 -2.738883 2.774412 -0.299 0.386 -0.541 0.06
H -2.064942 -2.659992 1.859507 0.402 0.616 0.139 0.08
O -1.432474 -2.079851 2.327157 0.188 -1.172 0.636 -0.08
H 2.888761 1.900746 1.189661 -1.485 0.459 -1.230 0.11
H 2.735767 1.451147 -0.207404 -0.487 0.396 0.177 0.03
O 2.201657 1.953899 0.446038 2.065 -0.633 1.411 -0.08
```
Positions in Å, forces in eV/Å.

Properties
gap between HOMO and LUMO = 10.35 eV
strongest force on any atom = 0.1573 Eh/bohr
calculated total energy = -30750.57670 eV
charge = +1
E_HOMO = -12.78 eV

3.
DFT (ωB97M-V with the def2-TZVPD basis set) results for a structure of composition C28H43Br3Cl6O12 at a distorted geometry.

The geometry in XYZ format:
```
92
Properties=species:S:1:pos:R:3:forces:R:3:lowdin_charge:R:1
O -0.996872 -3.139362 25.098938 -0.029 0.008 -0.915 0.10
C -0.917338 -3.123415 26.293988 -0.247 -0.358 0.251 -0.50
O -0.481385 -2.074543 26.968308 0.110 0.442 0.066 0.05
C -0.560594 -2.309195 28.396041 -0.751 0.445 -0.754 -0.13
C -0.615229 -3.805360 28.509665 1.279 -1.461 0.987 -0.16
C -1.293152 -4.255652 27.234785 -0.222 0.867 -0.128 -0.07
H -1.513020 -1.865963 28.702557 0.140 0.105 0.259 0.13
H 0.283396 -1.785299 28.812988 0.149 -0.154 0.358 0.11
H -1.036477 -4.178777 29.444928 -0.475 0.259 -0.146 0.12
H 0.396090 -4.233738 28.549550 0.040 0.332 -0.266 0.11
H -2.378217 -4.223462 27.364245 -0.054 -0.198 -0.232 0.13
H -0.982646 -5.181233 26.763410 -0.025 -0.216 0.341 0.06
O 7.682052 -5.700738 25.256429 1.810 1.489 1.424 0.15
C 6.898349 -6.301812 24.632808 -0.680 -1.655 -1.443 -0.53
O 5.615104 -6.380959 24.987073 -1.181 0.110 -0.006 0.03
C 4.837411 -7.081733 24.013162 -0.434 -0.681 -0.420 -0.15
C 5.762364 -7.367485 22.812676 -0.545 -0.393 -0.014 -0.14
C 7.151075 -7.164065 23.399086 -0.554 0.576 -0.237 -0.06
H 3.945956 -6.513601 23.754792 0.205 0.336 0.115 0.10
H 4.462563 -8.025549 24.429359 0.285 0.165 0.322 0.11
H 5.529302 -6.735799 21.955415 0.229 0.350 0.200 0.12
H 5.587513 -8.381349 22.447000 0.150 -0.015 0.122 0.09
H 7.795926 -6.619716 22.717654 0.381 -0.238 0.098 0.13
H 7.579943 -8.103097 23.741555 0.285 0.047 -0.090 0.13
O -0.203702 -9.387627 22.859186 -1.182 0.521 0.357 0.13
C 0.844028 -9.847820 22.560007 1.192 -0.408 -0.132 -0.49
O 1.039240 -11.185698 22.462568 0.324 0.204 0.001 0.03
C 2.331783 -11.489961 21.903896 -0.346 0.173 -0.929 -0.13
C 3.085817 -10.150305 21.721143 -0.170 0.173 0.524 -0.13
C 2.148287 -9.094727 22.325781 -0.172 -0.873 0.150 -0.07
H 2.129688 -11.933360 20.924330 0.085 -0.041 0.105 0.12
H 2.832848 -12.252879 22.491620 -0.006 0.222 0.379 0.12
H 3.265407 -9.948031 20.669957 0.153 -0.071 -0.057 0.11
H 4.023736 -10.142558 22.270920 0.154 -0.145 -0.234 0.10
H 1.973564 -8.209350 21.724286 0.023 0.076 -0.008 0.09
H 2.487974 -8.814815 23.326085 -0.049 0.252 -0.067 0.10
O -5.013263 -6.406861 23.714338 0.620 -0.546 -0.302 0.13
C -5.724411 -5.456012 23.729626 -0.277 0.118 0.949 -0.50
O -6.996093 -5.514760 23.279565 -0.068 -0.253 -0.334 0.03
C -7.738326 -4.343547 23.579173 -0.178 0.411 0.829 -0.16
C -6.822068 -3.448363 24.428506 0.546 0.683 -0.838 -0.14
C -5.422633 -4.077139 24.276770 -1.240 0.150 -0.319 -0.06
H -8.607424 -4.627462 24.172038 -0.099 -0.167 -0.213 0.12
H -8.081605 -3.858792 22.669507 0.127 -0.093 -0.189 0.12
H -7.125701 -3.381414 25.468390 -0.054 -0.219 0.059 0.11
H -6.809156 -2.431374 24.032443 -0.142 -0.008 0.120 0.11
H -4.944594 -4.053561 25.242324 0.690 -0.396 -0.077 0.12
H -4.828969 -3.613642 23.488539 0.163 0.371 0.303 0.11
O 2.370784 -2.196363 27.993461 -0.807 0.311 -0.082 0.12
C 3.243882 -2.979139 28.202689 0.204 -0.336 -0.307 -0.49
O 4.182239 -2.723499 29.120140 0.561 -0.386 0.714 0.03
C 5.238846 -3.723705 29.121587 -0.209 0.610 -0.768 -0.13
C 4.737847 -4.868285 28.236309 0.182 0.133 0.144 -0.13
C 3.555412 -4.251323 27.448255 1.510 -0.511 0.804 -0.05
H 5.479965 -4.000981 30.141042 -0.153 0.034 0.140 0.12
H 6.101058 -3.226634 28.670090 0.056 -0.109 0.144 0.12
H 4.440593 -5.712652 28.859443 -0.172 0.012 -0.138 0.11
H 5.551217 -5.193591 27.588102 -0.167 -0.151 -0.048 0.10
H 2.780485 -4.995295 27.348666 -0.590 0.349 -0.227 0.11
H 3.920950 -3.940190 26.477374 -0.307 -0.050 -0.376 0.10
O 2.446847 -4.772139 24.481143 -0.218 -0.221 0.110 0.08
C 1.393375 -5.072814 23.980066 0.104 0.034 -0.438 -0.47
O 0.669874 -6.131683 24.379497 -0.131 -0.367 0.080 0.00
C -0.637614 -6.088492 23.731067 -0.404 0.169 1.203 -0.14
C -0.412917 -5.399481 22.423703 1.306 0.494 -0.390 -0.16
C 0.767646 -4.454203 22.749091 -0.505 0.103 0.465 -0.10
H -1.249112 -5.509902 24.425293 -0.110 0.383 -0.363 0.11
H -1.126467 -7.052364 23.710056 0.592 -0.554 -0.273 0.12
H -1.306621 -4.904508 22.069157 -0.079 0.062 -0.204 0.10
H 0.023123 -6.037403 21.651291 -0.715 -0.515 0.041 0.08
H 0.444996 -3.436035 22.960972 0.188 0.058 0.130 0.11
H 1.558478 -4.450090 22.004587 -0.117 0.173 -0.200 0.08
C 4.694861 -2.526912 23.954146 0.214 -0.130 0.185 -1.06
Cl 5.651328 -2.340503 22.476492 0.053 0.048 -0.130 0.50
Cl 3.528153 -1.238026 24.196404 -0.212 0.082 -0.083 0.54
H 4.181958 -3.475796 23.895120 -0.204 -0.011 0.050 -0.02
H 5.372445 -2.500747 24.797225 0.144 -0.050 -0.003 0.02
C 0.449242 -8.948826 26.189120 -0.103 -0.289 -0.025 -1.01
Cl 2.096869 -9.521963 26.529764 -0.049 0.059 -0.178 0.51
Cl -0.045941 -7.699437 27.332215 -0.010 0.009 -0.061 0.56
H 0.393168 -8.585017 25.171446 0.165 0.304 0.039 -0.01
H -0.225306 -9.789779 26.287390 0.015 -0.060 0.162 0.03
C -2.298861 -1.821319 21.715814 -0.447 0.687 -0.753 -1.00
Cl -3.457132 -0.811570 22.593690 0.063 -0.116 0.168 0.51
Cl -2.530866 -1.600758 19.950997 0.084 -0.199 0.188 0.48
H -1.301457 -1.471642 21.924326 0.159 -0.167 0.309 0.02
H -2.494534 -2.852764 21.944170 0.153 -0.244 0.186 0.00
C 0.370740 -5.832577 18.283175 0.483 0.190 -0.302 -1.62
Br 1.680353 -7.169181 18.748125 -0.093 -0.144 0.192 0.58
Br 0.540194 -5.419835 16.414427 -0.163 -0.001 -0.142 0.58
Br 0.607613 -4.249984 19.332574 -0.087 0.144 -0.039 0.66
H -0.616474 -6.222915 18.453335 -0.143 -0.137 0.105 -0.02
```
Positions in Å, forces in eV/Å.

Properties
gap between HOMO and LUMO = 9.72 eV
strongest force on any atom = 0.0533 Eh/bohr
calculated total energy = -339566.59196 eV
E_HOMO = -10.00 eV

4.
DFT (ωB97M-V with the def2-TZVPD basis set) results for an isolated molecule of C5H11NO.

The geometry in XYZ format:
```
18
Properties=species:S:1:pos:R:3:forces:R:3:lowdin_charge:R:1
C -0.825602 -1.094802 -0.795987 0.123 -0.068 -0.011 -0.06
C -0.926408 0.389482 -0.453762 -0.276 0.192 0.081 -0.44
C -1.859655 0.644083 0.752177 -0.135 -0.045 0.041 -0.06
N 0.247334 1.122185 -0.112025 0.088 -0.337 0.047 0.22
C 1.952524 -0.320794 0.756420 0.173 -0.318 0.199 0.01
C 1.533559 0.629694 -0.424488 -0.163 0.379 -0.389 -0.64
O 1.554909 0.154243 -1.646012 0.147 -0.054 0.255 -0.05
H -0.562100 -1.675925 0.094502 -0.054 0.084 -0.128 0.08
H -1.797900 -1.452805 -1.148556 0.117 0.106 0.058 0.08
H -0.065139 -1.266590 -1.562402 -0.182 -0.009 0.098 0.07
H -1.369149 0.929888 -1.308750 0.059 -0.052 0.052 0.16
H -1.945629 1.713739 0.956078 -0.018 -0.155 -0.047 0.08
H -2.850863 0.226771 0.554646 0.122 0.051 0.002 0.08
H -1.450863 0.152787 1.642196 -0.079 0.068 -0.126 0.08
H 1.539804 -0.022926 1.725349 0.098 0.048 -0.190 0.08
H 1.591988 -1.315593 0.489220 0.037 0.158 0.077 0.07
H 3.041814 -0.342520 0.815901 -0.113 0.036 -0.083 0.08
H 2.191379 1.529090 -0.334515 0.057 -0.083 0.064 0.17
```
Positions in Å, forces in eV/Å.

Properties
gap between HOMO and LUMO (alpha / beta) = 6.60 / 7.10 eV
strongest force on any atom = 0.0110 Eh/bohr
calculated total energy = -8896.33112 eV
E_HOMO (alpha / beta) = -8.85 / -8.96 eV

5.
DFT (ωB97M-V with the def2-TZVPD basis set) results for a structure of composition CdN4O12 at a distorted geometry.

The geometry in XYZ format:
```
17
Properties=species:S:1:pos:R:3:forces:R:3:lowdin_charge:R:1
Cd 0.574673 0.128942 -0.076430 -0.355 -0.709 0.890 1.48
N 0.228103 -3.072978 -0.325210 -3.316 -10.041 2.665 -0.76
O 0.154233 -3.360988 0.817880 0.143 -2.145 5.767 0.00
O -0.053687 -3.945308 -1.137130 0.068 -0.869 -3.103 -0.04
O 0.463673 -2.004888 -0.565240 3.670 12.817 -5.731 -0.08
N 1.810003 3.222282 0.194360 1.263 -1.418 0.728 -0.70
O 1.090853 4.062002 -0.186550 -2.226 4.228 -1.434 0.05
O 1.381053 2.072022 0.178340 -1.312 -4.206 0.007 -0.19
O 2.927473 3.365372 0.617390 2.604 1.307 0.781 -0.01
N -1.417967 0.267712 -2.453390 -1.670 -1.381 -0.448 -0.70
O -0.774017 -0.195328 -3.321820 4.239 -1.329 -3.362 0.01
O -0.949117 0.579802 -1.374660 1.074 2.044 2.727 -0.17
O -2.596657 0.318352 -2.593160 -4.570 1.160 0.040 0.01
N -0.742357 -0.353528 2.583600 2.448 -1.578 0.457 -0.68
O -0.947337 0.558132 3.334520 -1.342 2.035 1.390 -0.01
O -1.090007 -0.329568 1.390880 -1.233 1.132 -2.509 -0.15
O -0.058917 -1.312038 2.916620 0.514 -1.047 1.135 -0.04
```
Positions in Å, forces in eV/Å.

Properties
gap between HOMO and LUMO = 7.78 eV
strongest force on any atom = 0.2822 Eh/bohr
calculated total energy = -35080.81062 eV
charge = -2
E_HOMO = -2.56 eV

6.
DFT (ωB97M-V with the def2-TZVPD basis set) results for an isolated molecule of C2H7N3O2S at a distorted geometry.

The geometry in XYZ format:
```
15
Properties=species:S:1:pos:R:3:forces:R:3:lowdin_charge:R:1
C -3.473977 -0.349572 0.054868 -2.371 -0.877 2.377 -0.16
O -2.217154 0.096579 -0.420885 -0.251 -1.214 0.120 -0.26
N -1.199137 -0.771335 0.152188 -0.390 0.610 -0.452 0.11
C -0.102039 -0.115511 0.137326 1.316 -1.435 0.765 -0.46
N 0.086295 1.113823 -0.417252 -0.387 1.801 0.119 -0.02
O 0.927370 1.958438 0.410457 1.731 -1.113 -1.167 -0.10
N 1.129649 -0.765837 0.603269 -5.312 0.281 2.154 -0.48
S 2.439170 -0.592223 -0.238022 2.889 -1.692 -2.994 0.77
H -4.374529 0.220211 -0.442947 2.166 -1.118 0.489 0.10
H -3.697549 -1.573189 0.041290 0.975 3.299 -0.375 0.13
H -3.536302 -0.036587 1.194680 -0.021 -0.799 -2.057 0.09
H -0.825967 1.611777 -0.587883 1.482 -0.671 0.366 0.16
H 1.892666 1.669990 0.148046 -2.637 0.844 0.382 0.07
H 0.967765 -1.515389 1.294432 0.275 0.647 -0.809 0.11
H 2.203907 -1.587449 -1.276429 0.536 1.439 1.083 -0.06
```
Positions in Å, forces in eV/Å.

Properties
gap between HOMO and LUMO = 9.65 eV
strongest force on any atom = 0.1116 Eh/bohr
calculated total energy = -21582.87094 eV
structure (SMILES) = CO/N=C(\NO)NS
E_HOMO = -8.99 eV